1.
The following is a quantum chemistry calculation of C4H10S in the gas phase, from OMol25.

ORCA input file:
```
! RIJCOSX wB97M-V def2-TZVPD def2/J DEFGRID3
* xyz 0 1
C 0.43 1.33 -1.06
C 0.14 -0.16 -0.98
C -0.87 -0.72 0.04
C -0.47 -0.59 1.49
H -0.49 1.71 -1.51
H 0.76 1.78 -0.15
H 1.40 1.28 -1.54
H 1.07 -0.72 -0.93
H -0.23 -0.39 -1.94
H -1.87 -0.21 -0.07
H -0.91 -1.83 -0.08
H -0.99 -1.41 2.01
H -0.95 0.30 1.92
H 1.73 0.34 1.03
S 1.25 -0.71 1.76
*
```

Properties
SMILES: CCCCS
LUMO: 0.938 eV

2.
The following is a quantum chemistry calculation of C4H10S in the gas phase, from OMol25.

ORCA input file:
```
! RIJCOSX wB97M-V def2-TZVPD def2/J DEFGRID3
* xyz 0 1
C 1.60 0.53 -0.52
C 0.18 0.75 -1.11
C -1.00 0.04 -0.39
C -0.64 -0.93 0.76
S -1.95 -1.20 1.97
H 2.32 1.38 -0.87
H 1.60 0.67 0.60
H 2.06 -0.43 -0.62
H 0.24 0.39 -2.29
H -0.05 1.70 -1.02
H -1.50 -0.51 -1.16
H -1.54 1.06 -0.17
H 0.25 -0.55 1.38
H -0.23 -1.88 0.28
H -1.35 -1.02 3.17
*
```

Properties
SMILES: CCCCS
LUMO: 0.954 eV

Top of the stability list: 1, leading by 0.0255 hartree.